Formula: C14H18AsBiIN2S4
Source: the Open Molecules 2025 dataset
Level of theory: wB97M-V/def2-TZVPD

```
41
Properties=species:S:1:pos:R:3:nbo_charge:R:1
Bi -0.64 -0.87 0.12 1.25
I -0.42 -0.10 3.39 0.22
As -1.10 -3.64 -1.14 0.96
S -2.14 -5.24 -1.94 -0.67
S 1.01 -3.62 -0.95 -0.76
S -1.88 -2.97 0.88 -0.66
S -1.57 -1.66 -2.14 -0.69
N 2.59 -0.41 0.29 -0.85
N 0.38 1.96 -0.84 -0.84
C -3.39 3.68 2.70 -0.21
C -2.31 0.72 0.61 -0.37
C -1.78 2.44 3.96 -0.26
C 2.42 2.95 0.18 -0.39
C -3.15 0.93 -0.46 -0.26
C -2.64 3.55 3.83 -0.22
C -3.30 2.74 1.65 0.03
C 3.36 0.60 -0.44 -0.22
C -1.68 1.52 2.95 -0.10
C 3.50 1.88 0.38 -0.40
C -4.06 2.01 -0.52 -0.21
C -2.40 1.63 1.72 -0.16
C -4.12 2.91 0.51 -0.22
C 0.96 2.55 0.38 -0.22
H -4.79 3.75 0.48 0.20
H 2.52 3.37 -0.83 0.18
H 2.64 3.77 0.86 0.20
H -0.63 2.01 -0.80 0.37
H -2.71 4.27 4.64 0.21
H -4.08 4.51 2.58 0.20
H 0.66 2.50 -1.65 0.36
H 4.46 2.35 0.16 0.19
H 2.31 -1.17 -0.32 0.39
H 3.53 1.60 1.44 0.20
H 0.40 3.43 0.71 0.17
H 4.36 0.24 -0.70 0.16
H -4.70 2.12 -1.38 0.21
H -3.13 0.25 -1.30 0.24
H -1.21 2.31 4.87 0.22
H 0.89 1.81 1.18 0.20
H 3.14 -0.83 1.02 0.35
H 2.84 0.80 -1.37 0.20
```

For the total energy, the calculation gives -135914.3069 eV. As for the HOMO-LUMO gap: 6.686 eV. The charge is -1. The LUMO energy is 2.13 eV.

Formula: C19H17F2
Source: the Open Molecules 2025 dataset
Level of theory: wB97M-V/def2-TZVPD

```
38
Properties=species:S:1:pos:R:3:nbo_charge:R:1
F -3.64 2.29 -2.03 -0.33
F 2.76 2.35 -1.84 -0.33
C -0.40 0.07 2.15 0.05
C 0.85 -0.71 -1.28 -0.01
C 1.61 -0.23 3.45 0.03
C 1.92 1.25 3.29 -0.57
C 1.13 0.64 -1.56 -0.29
C 1.04 2.00 2.33 0.05
C 0.54 -0.80 2.80 -0.29
C -2.01 0.59 -1.70 -0.31
C 2.48 1.00 -1.73 0.41
C 1.90 -1.63 -1.36 -0.22
C -0.45 -1.16 -0.68 -0.41
C -4.12 -1.25 -1.47 -0.17
C 3.23 -1.24 -1.52 -0.18
C -3.36 0.95 -1.83 0.42
C -2.80 -1.62 -1.26 -0.23
C -4.46 0.09 -1.69 -0.28
C -1.74 -0.70 -1.24 0.00
C -0.04 1.39 1.72 -0.28
C 3.55 0.11 -1.70 -0.29
H 1.93 1.75 4.28 0.31
H -1.22 1.34 -1.88 0.23
H 1.65 -2.65 -1.16 0.21
H -0.44 -2.28 -0.72 0.24
H -0.54 -0.68 0.32 0.21
H -2.56 -2.65 -1.08 0.21
H 2.97 1.36 2.97 0.32
H 0.37 1.42 -1.47 0.22
H 0.31 -1.88 2.90 0.27
H 4.59 0.46 -1.80 0.25
H -1.47 -0.24 2.09 0.27
H 4.04 -1.99 -1.46 0.23
H -0.69 1.92 1.01 0.27
H -4.93 -1.98 -1.39 0.23
H 1.24 3.06 2.20 0.25
H 2.24 -0.78 4.15 0.25
H -5.50 0.45 -1.77 0.25
```

For the total energy, the calculation gives -25404.4925 eV. As for the HOMO-LUMO gap: 5.636 eV. The charge is +1. The LUMO energy is -6.12 eV.

Formula: C5H10N2S
Source: the Open Molecules 2025 dataset
Level of theory: wB97M-V/def2-TZVPD

```
18
Properties=species:S:1:pos:R:3:nbo_charge:R:1
S 3.59 -0.50 -0.58 -0.14
N -0.12 -0.07 -0.16 -0.40
N 1.75 1.31 0.09 -0.56
C 0.51 1.06 -0.32 0.37
C -2.64 0.03 -0.08 -0.61
C 2.89 0.64 0.31 -0.10
C 0.56 -0.92 0.72 -0.45
C -1.34 -0.32 -0.81 -0.23
H -1.02 -1.26 -1.22 0.23
H -2.68 -0.57 0.86 0.21
H -0.14 1.78 -0.99 0.19
H 1.50 -1.44 0.40 0.24
H 0.91 -0.39 1.70 0.22
H -3.56 0.02 -0.50 0.23
H -1.29 0.17 -1.83 0.21
H -2.37 1.09 0.29 0.21
H -0.03 -1.78 1.07 0.21
H 3.47 1.17 1.06 0.19
```

For the total energy, the calculation gives -19159.9769 eV. As for the HOMO-LUMO gap: 8.628 eV. The charge is 0. The LUMO energy is 0.58 eV. Its SMILES is CCN(C)/C=N\C=S.

Formula: C40H36ClCsF4N4O2PS
Source: the Open Molecules 2025 dataset
Level of theory: wB97M-V/def2-TZVPD

```
90
Properties=species:S:1:pos:R:3:nbo_charge:R:1
Cs 0.13 -0.62 1.10 0.91
Cl 2.33 1.64 -0.81 0.05
S -2.70 -2.29 -0.27 2.30
P -0.74 2.00 -1.34 0.84
F 5.14 -0.84 3.91 -0.35
F 5.26 0.66 6.05 -0.33
F 1.62 3.26 4.58 -0.33
F 1.44 1.80 2.37 -0.34
O -2.26 -0.93 -0.63 -1.03
O -4.11 -2.53 -0.53 -0.98
N -1.72 -2.16 3.30 -0.50
N 2.37 -2.47 -0.07 -0.46
N -2.15 -2.72 1.12 -0.99
N 3.08 -0.27 1.84 -0.69
C 3.27 0.39 2.97 0.11
C 3.69 -1.87 0.10 -0.22
C 4.24 0.18 4.01 0.22
C 0.18 3.61 -3.52 -0.13
C -3.88 -1.57 2.45 -0.31
C 2.08 -2.67 -1.48 -0.42
C -1.62 3.34 2.40 -0.20
C -0.71 3.04 0.18 -0.24
C 2.50 3.91 -4.06 -0.20
C 0.13 4.79 1.61 -0.20
C 4.31 0.96 5.14 0.35
C -4.22 -1.02 3.66 -0.16
C 2.23 -3.72 0.66 -0.42
C 0.50 2.84 -2.40 -0.38
C -3.13 1.59 -2.67 -0.22
C -0.75 4.40 2.62 -0.20
C 0.36 -5.92 -4.05 -0.63
C 3.45 2.01 5.39 -0.47
C -2.08 -1.63 4.47 0.05
C -0.42 -5.04 -3.12 -0.02
C -0.66 -5.44 -1.80 -0.23
C -2.33 2.55 -2.05 -0.25
C -3.31 -1.04 4.71 -0.33
C -4.36 1.93 -3.21 -0.20
C -1.59 2.66 1.19 -0.26
C 0.15 4.11 0.40 -0.24
C 2.41 1.49 3.27 0.22
C -2.81 3.86 -1.95 -0.22
C 2.50 2.25 4.41 0.35
C 2.85 3.14 -2.97 -0.24
C 1.86 2.61 -2.15 -0.03
C -0.88 -3.80 -3.53 -0.22
C -4.81 3.24 -3.13 -0.21
C -2.60 -2.15 2.28 0.37
C -4.04 4.20 -2.49 -0.23
C 3.98 -1.35 1.49 -0.24
C -1.79 -3.38 -1.34 -0.23
C -1.56 -2.96 -2.65 -0.21
C 1.16 4.14 -4.35 -0.24
C -1.34 -4.62 -0.92 -0.20
H -2.79 0.56 -2.68 0.24
H 3.52 2.61 6.29 0.23
H 3.27 4.32 -4.70 0.21
H 3.94 -2.19 2.20 0.17
H -0.70 -3.47 -4.54 0.21
H 3.89 2.94 -2.73 0.23
H -1.33 -1.66 5.25 0.18
H -2.21 4.60 -1.44 0.22
H -4.97 1.17 -3.67 0.21
H -3.54 -0.62 5.68 0.21
H 0.88 4.73 -5.21 0.21
H 5.04 -1.04 1.48 0.17
H 1.24 -4.13 0.49 0.21
H 0.85 4.42 -0.37 0.21
H 4.47 -2.60 -0.19 0.15
H -0.31 -6.41 -1.47 0.21
H -5.78 3.50 -3.54 0.21
H -1.51 -4.92 0.11 0.25
H 2.84 -3.30 -1.98 0.15
H -4.40 5.22 -2.41 0.21
H -1.89 -1.98 -2.96 0.23
H 3.75 -1.02 -0.60 0.20
H 2.98 -4.47 0.34 0.16
H -4.58 -1.58 1.62 0.24
H -0.86 3.78 -3.76 0.21
H 2.35 -3.55 1.73 0.21
H 1.11 -3.14 -1.61 0.21
H 0.12 -6.98 -3.91 0.21
H -0.75 4.91 3.57 0.21
H -2.31 3.03 3.18 0.21
H 2.07 -1.70 -1.99 0.20
H 0.17 -5.66 -5.09 0.21
H -5.20 -0.57 3.79 0.20
H 0.82 5.60 1.78 0.21
H -2.27 1.83 1.03 0.23
H 1.44 -5.81 -3.88 0.22
```

For the total energy, the calculation gives -96186.4864 eV. As for the HOMO-LUMO gap: 5.831 eV. The charge is -1. The LUMO energy is 2.04 eV.

Let's list highest occupied orbital energy in order: -4.56; -11.75; -8.05; -3.79 eV.
Let's list energy above the lowest of the compared OMol25 structures with the same formula, charge and spin in order: 9.30; 16.97; 67.54; 0.00 kcal per mole.
Let's list F_max in order: 0.004; 0.042; 0.117; 0.007 Eh/bohr.